No. 1
31
Properties=species:S:1:pos:R:3:forces:R:3 method="wB97M-V/def2-TZVPD" molar_mass_g_mol=717.6 charge=-2 s_squared=2.025 e_above_lowest_kcal_mol=3.44 spin_multiplicity=3
Re 1.458144 0.212036 0.666279 0.1 0.0 0.1
S 2.664596 -0.483632 5.068854 0.0 0.0 0.1
C 2.213437 -0.239769 3.495102 0.0 0.0 0.0
S 2.934622 -1.000190 2.099165 0.0 0.0 -0.1
S 0.966790 0.838881 2.949361 0.0 0.0 0.0
S 2.562070 2.516031 0.261189 0.0 0.0 0.0
C 1.016397 2.771143 -0.442669 0.0 0.0 0.0
C 0.535239 3.933098 -1.060221 0.0 0.0 0.0
C -0.717405 3.923243 -1.634875 0.0 0.0 0.0
C -1.486913 2.760285 -1.598372 0.0 0.0 0.0
C -0.969073 1.652638 -0.958326 0.0 0.1 0.0
N 0.234395 1.662747 -0.375265 -0.1 0.0 -0.1
H 1.171529 4.806563 -1.090722 0.0 0.0 0.0
H -1.093895 4.811458 -2.129902 0.0 0.0 0.0
H -2.460213 2.706976 -2.065232 0.0 0.0 0.0
H -1.510398 0.717891 -0.901467 0.0 0.0 0.0
S 1.070450 -0.962071 -5.162573 0.0 0.0 0.0
Sb 0.669344 -1.474994 -2.992292 -0.1 0.0 0.0
S 2.762627 -2.355325 -1.996489 0.0 0.1 0.0
S 2.362638 -0.324397 -1.521925 0.0 0.0 0.0
F -3.131594 -4.087933 0.957825 -0.1 -0.1 0.0
C -2.127667 -3.161224 0.895285 0.0 0.0 0.0
C -2.405263 -1.855550 1.234630 0.0 0.0 0.0
C -1.373570 -0.924477 1.165578 0.0 0.0 0.0
C -0.073329 -1.257583 0.757447 0.0 0.0 0.0
C 0.142375 -2.607623 0.444392 -0.1 0.0 0.0
C -0.868893 -3.561868 0.506432 0.0 0.0 0.0
H -3.402828 -1.581869 1.560848 0.0 0.0 0.0
H -1.588407 0.094134 1.470757 0.0 0.0 0.0
H 1.129639 -2.926933 0.138583 0.0 0.0 0.0
H -0.684859 -4.601672 0.258602 0.0 0.0 0.0

=====

No. 2
27
Properties=species:S:1:pos:R:3:forces:R:3 method="wB97M-V/def2-TZVPD" molar_mass_g_mol=451.4 charge=+2 e_tot_ev=-28961.11520
Pb 0.010070 0.002617 -0.788249 0.5 0.3 -6.2
O 0.150790 3.191383 -0.191728 -0.3 -7.7 -1.9
C 0.096256 2.018360 -0.400179 0.5 13.1 3.5
C -0.095531 -2.023615 -0.562087 -0.7 -13.0 2.5
O -0.153164 -3.206627 -0.465198 0.4 7.4 -1.2
C 2.027523 -0.095747 -0.593118 12.9 -0.7 2.8
O 3.210482 -0.153062 -0.522142 -7.0 0.4 -1.4
C -2.019064 0.098616 -0.691401 -12.7 0.5 2.6
O -3.198842 0.154630 -0.596749 6.6 -0.3 -1.9
C 0.032009 0.640379 -5.672074 0.2 4.3 -0.5
H -0.869477 1.296534 -5.774724 0.8 -0.8 0.4
H 0.994445 1.206951 -5.754467 -0.8 -0.7 0.3
C -0.028855 -0.639132 -5.726506 -0.2 -4.2 -0.9
H 0.875647 -1.285888 -5.859844 -0.8 0.7 0.4
H -0.988246 -1.196314 -5.880224 0.8 0.6 0.4
N 2.794564 0.030430 5.385877 -1.4 0.0 -1.3
C 1.923803 0.006087 4.615250 1.1 0.0 1.1
C 0.807601 -0.019342 3.683290 1.9 0.1 3.5
C -0.478192 0.004169 4.205388 0.3 0.0 1.5
C -1.530823 0.010089 3.367024 -1.5 0.1 -0.3
C -1.235761 0.042690 2.042675 -3.9 0.1 -0.2
N -0.013080 -0.015290 1.665626 -0.7 0.0 -6.4
C 1.053616 -0.062688 2.362228 1.8 -0.1 0.7
H -0.673601 0.016018 5.269559 0.4 0.0 0.1
H -2.568614 0.000297 3.636105 -0.2 0.1 0.6
H -2.183912 0.114159 1.335153 2.7 -0.2 1.5
H 2.060365 -0.135700 1.910517 -0.7 0.1 0.4

=====

No. 3
29
Properties=species:S:1:pos:R:3:forces:R:3 method="wB97M-V/def2-TZVPD" molar_mass_g_mol=310.9 e_above_lowest_kcal_mol=0.00 smiles="OB(O)c1cccc(/N=N/c2cc(Cl)c(O)c(Cl)c2)c1"
O 0.261475 1.897472 -4.399757 0.8 -0.1 0.0
B 1.476946 2.127771 -3.745762 -0.6 -0.1 -0.8
O 2.617188 2.358576 -4.486931 -0.8 -0.3 -0.4
C 1.620505 2.071363 -2.204279 0.1 -0.2 -0.2
C 2.530576 2.845890 -1.508338 0.8 -0.1 0.5
C 2.763081 2.669998 -0.149805 -0.7 -0.3 -0.9
C 2.059540 1.662682 0.493659 0.2 0.3 0.7
C 1.152605 0.859143 -0.172120 -0.4 0.5 -1.5
N 0.445941 -0.067943 0.583480 0.1 -0.6 1.4
N -0.641052 -0.505795 0.194859 -0.2 0.9 -1.9
C -1.313951 -1.321770 1.112937 0.8 -0.5 1.3
C -2.469374 -2.011121 0.799826 -0.1 -0.2 -0.4
C -3.057820 -2.851176 1.729714 1.6 1.2 1.3
Cl -4.505999 -3.683780 1.413208 -0.6 -0.4 -0.4
C -2.501284 -2.946219 3.045900 -1.7 -0.9 -1.3
O -3.125508 -3.770820 3.926570 0.4 0.4 0.4
C -1.347393 -2.214141 3.331309 -0.6 -0.6 0.4
Cl -0.655373 -2.276523 4.899311 0.1 -0.2 0.5
C -0.755343 -1.441008 2.378439 -0.2 -0.2 -0.2
C 0.950293 1.072804 -1.541430 -0.3 -0.3 0.4
H -0.513348 1.597590 -3.904176 0.5 0.3 0.1
H 2.483271 2.191837 -5.438401 0.0 0.3 0.5
H 3.182819 3.478099 -2.071377 0.1 0.7 -0.2
H 3.472927 3.301376 0.350344 0.2 0.0 0.3
H 2.202034 1.525337 1.550548 0.0 -0.2 0.3
H -2.867236 -1.926294 -0.190680 -0.3 0.0 -0.4
H -3.969504 -4.119166 3.563030 0.8 0.4 0.0
H 0.176326 -0.945750 2.573748 0.1 0.2 0.2
H 0.327656 0.421568 -2.133824 -0.4 -0.3 0.3

=====

No. 4
35
Properties=species:S:1:pos:R:3:forces:R:3 method="wB97M-V/def2-TZVPD" molar_mass_g_mol=433.8 charge=-1 e_above_lowest_kcal_mol=0.41
F 2.419920 -0.500212 1.699200 -0.3 -0.2 0.7
C 1.176479 -0.343824 2.227588 0.4 0.5 -0.6
F 0.744098 -1.557492 2.649256 0.6 1.0 0.0
F 1.306461 0.473624 3.310651 0.0 -0.8 -0.2
S 0.132522 0.364471 0.938200 -1.4 2.3 -0.5
N -1.375860 -0.181245 1.951075 -0.2 -1.3 -0.5
C -2.422057 0.715031 2.145944 0.0 -0.5 -0.1
O -2.429657 1.918077 1.954506 0.2 -0.7 0.5
C -3.615388 -0.129326 2.599432 -0.5 0.7 0.1
C -3.214814 -1.548124 2.314504 -0.3 -1.0 -0.3
C -1.880881 -1.437957 1.589019 -0.4 0.1 0.6
O -1.369200 -2.249986 0.846752 -0.3 0.5 0.7
H -3.783426 0.044472 3.665040 0.0 0.1 -0.1
H -4.528502 0.164909 2.072381 0.2 0.1 0.0
H -3.062743 -2.099955 3.245831 0.1 -0.1 -0.2
H -3.939298 -2.097341 1.711882 0.0 0.0 0.0
O 1.033127 7.034247 4.682666 -1.3 -2.0 -0.6
N 0.366657 6.013530 4.382859 -0.4 1.1 2.7
O -0.498381 5.501831 5.141358 1.9 1.3 -1.5
C 0.598323 5.390078 3.115540 0.1 -0.9 -1.8
C -0.141901 4.238782 2.800869 0.0 0.7 0.2
C 0.008306 3.670808 1.548099 0.1 -0.2 -0.2
C 0.910042 4.198487 0.634199 0.3 0.3 0.4
S 1.209308 3.204269 -0.830233 0.2 -1.4 0.7
C 1.558354 1.572020 -0.130737 0.6 0.0 1.3
Cl 1.920074 0.496654 -1.439385 0.8 -0.2 -0.9
O -0.004696 3.072780 -1.595840 0.1 0.5 -0.1
O 2.423671 3.722772 -1.414684 -0.2 0.4 -0.3
C 1.648800 5.365561 0.922977 -0.2 -0.5 0.3
C 1.508987 5.945677 2.180342 -0.7 0.1 0.6
H -0.852593 3.807325 3.502836 0.2 0.2 -0.1
H -0.565683 2.775212 1.315415 0.1 0.3 0.0
H 2.321564 1.683237 0.651709 0.4 0.1 -0.8
H 2.331536 5.807360 0.199515 -0.1 -0.3 0.1
H 2.057989 6.842470 2.470923 -0.2 -0.3 -0.2

=====

No. 5
32
Properties=species:S:1:pos:R:3:forces:R:3 method="wB97M-V/def2-TZVPD" molar_mass_g_mol=794.0 charge=-1 e_above_lowest_kcal_mol=14.53
Ba -1.791068 0.570201 -0.294696 -1.9 -0.9 0.5
Se -3.029888 -1.624269 -2.260746 0.3 -0.4 0.5
Se -4.839783 -0.072087 -1.644886 0.6 -1.1 0.2
Te -3.323832 1.639423 -3.230922 0.6 0.8 -0.7
Se -5.305928 2.316036 -1.821429 -0.6 1.1 0.4
Se 1.395061 -0.789916 -1.776018 -0.6 3.2 0.5
N 0.551655 0.919832 -1.398034 2.7 -0.7 -0.6
C 1.541448 1.843031 -1.367147 -0.3 -3.7 0.2
C 1.352965 3.194400 -1.073977 -1.2 1.9 -0.5
C 2.407707 4.014770 -1.326035 -1.0 0.3 0.8
C 3.690225 3.531691 -1.596846 1.4 1.6 -0.8
C 3.965971 2.219117 -1.689104 2.0 -0.1 0.0
C 2.916983 1.306820 -1.591960 -2.6 -1.5 -0.4
N 2.971904 -0.011300 -1.832265 0.4 0.8 0.3
H 0.344268 3.642146 -0.858607 1.1 -0.8 -0.2
H 2.306277 5.084448 -1.251413 -0.2 0.2 0.1
H 4.424871 4.358657 -1.802948 -0.3 -1.4 0.4
H 4.993819 1.858594 -1.805409 -0.5 0.1 -0.2
F 0.538802 -5.132059 1.305091 1.0 -1.6 -0.5
C -0.137379 -4.016382 1.528316 -0.5 2.2 1.0
C -1.521817 -4.019471 1.560231 0.1 1.8 0.5
C -2.152160 -2.824134 1.939431 0.7 -0.9 -0.9
C -1.500729 -1.622242 2.268763 2.2 -0.9 0.5
C -2.200422 -0.489446 2.583340 -0.2 2.7 -0.2
C -0.059972 -1.680902 2.295224 -0.6 -0.2 -1.1
C 0.575486 -2.857516 1.878686 -1.5 0.0 0.3
H -2.100048 -4.870921 1.285468 -0.2 -0.5 -0.2
H -3.185067 -2.678721 1.790912 -1.3 -0.5 0.0
H -1.687822 0.414621 2.976740 -0.3 -0.7 0.0
H -3.243468 -0.569923 2.780120 -0.7 0.1 0.2
H 0.482891 -0.739201 2.495749 0.0 -0.7 0.1
H 1.619040 -2.915312 1.934384 1.5 -0.1 -0.1

=====

No. 6
36
Properties=species:S:1:pos:R:3:forces:R:3 method="wB97M-V/def2-TZVPD" molar_mass_g_mol=619.6 charge=+1 e_tot_ev=-73802.32601
Bi 0.399000 -0.162900 -1.746100 0.6 -0.1 -0.2
O 0.700700 3.806100 0.178900 0.1 0.5 0.6
C 0.279300 2.836700 -0.579100 0.0 -0.2 -0.4
O 0.780400 2.481000 -1.624600 0.0 0.0 -0.1
C -0.969600 2.175400 -0.082600 -0.3 0.5 0.5
C -1.916300 2.782300 0.729100 0.3 -0.1 -0.2
C -3.107500 2.102700 0.980600 0.1 -0.2 -0.1
C -3.323200 0.862600 0.399600 0.1 0.1 0.0
C -2.314000 0.313100 -0.383200 -0.6 -0.2 0.0
N -1.178800 0.961100 -0.585200 0.0 0.1 0.0
C -2.485700 -1.019000 -1.133400 -0.1 0.3 0.3
O -3.436500 -1.710100 -0.891400 -0.3 -0.1 0.2
O -1.557200 -1.236400 -1.995900 0.5 0.2 -0.6
H 1.522100 4.216300 -0.144600 -0.1 -0.2 -0.2
H -1.733500 3.767800 1.130300 0.0 0.0 0.0
H -3.859800 2.551900 1.611600 -0.1 0.0 0.0
H -4.248100 0.314500 0.513600 0.0 0.0 0.0
Cl 4.850000 -1.262000 0.992300 0.1 0.0 0.1
C 3.984000 0.236300 0.688300 0.4 0.2 0.1
Cl 3.529500 1.020000 2.196400 0.0 0.0 0.2
Cl 4.988400 1.350700 -0.272900 0.0 -0.1 0.0
C 2.757200 -0.053700 -0.171000 0.0 -0.1 0.0
O 2.804800 -0.944200 -1.011600 0.2 -0.4 -0.7
O 1.734700 0.664400 0.016300 -0.8 0.4 -0.1
C 0.618100 -3.548900 -1.787200 0.0 -0.1 -0.2
C 0.601900 -2.976500 -0.430600 -0.1 0.1 0.0
N 0.338500 -1.706200 -0.140900 -0.1 -0.7 0.0
C 0.352700 -1.574600 1.221700 0.2 -0.3 0.5
C 0.644600 -2.786200 1.759300 -0.1 0.5 0.3
N 0.799700 -3.647400 0.707900 0.0 -0.1 -0.2
H -0.329600 -3.323400 -2.276600 0.0 -0.1 0.0
H 0.741800 -4.626700 -1.742400 0.1 0.0 -0.1
H 1.429900 -3.117100 -2.372600 0.1 -0.1 -0.1
H 0.162500 -0.636700 1.700600 0.0 0.1 0.2
H 0.742200 -3.098500 2.777900 0.0 -0.1 0.2
H 1.040500 -4.626400 0.778400 -0.1 0.1 -0.1

=====

No. 7
31
Properties=species:S:1:pos:R:3:forces:R:3 method="wB97M-V/def2-TZVPD" molar_mass_g_mol=330.4 charge=+2 e_tot_ev=-54070.61215
Ca 1.301392 0.601853 -2.447223 -1.2 -0.6 1.9
O 2.618034 -1.556765 0.689711 -2.3 2.4 -3.5
C 2.103994 -0.956928 -0.155056 2.4 -2.4 3.2
C -1.313995 1.325317 -2.261332 -4.3 1.6 -0.8
O -2.393643 1.707125 -2.397438 4.3 -1.5 0.7
C -0.044368 -1.784992 -2.328503 -1.3 -4.0 -0.9
O -0.477083 -2.841134 -2.479126 1.5 3.9 0.7
C 0.947495 2.185778 -0.176669 0.2 4.3 4.0
O 0.944368 2.993523 0.665730 -0.1 -4.2 -4.2
C 3.246737 0.974477 -4.093086 0.7 0.3 -1.0
H 4.011521 1.518630 -3.490641 -0.9 -0.1 -0.3
H 3.596694 -0.060538 -4.321525 -0.7 0.6 0.1
C 2.187065 1.573366 -4.698761 0.9 0.4 -1.2
H 1.580129 1.096184 -5.506102 0.5 -0.1 0.9
H 1.998114 2.673249 -4.673117 0.3 -0.8 0.5
N -2.922886 -1.091134 -0.718621 0.0 -0.4 -1.0
C -2.338548 -0.937305 0.495135 0.9 0.1 1.1
N -1.124810 -0.492672 0.661492 0.0 0.2 -1.0
C -0.792148 -0.372326 1.996294 -0.9 -0.4 1.4
C 0.401660 0.117609 2.536711 -0.8 -0.3 0.2
C 0.486827 0.108820 3.936250 -0.1 0.0 0.2
C -0.551534 -0.339430 4.791701 0.0 0.0 -0.5
C -1.760419 -0.798957 4.272252 0.5 0.2 -0.5
C -1.836294 -0.802259 2.885609 0.3 0.1 -0.5
S -3.234863 -1.329497 1.985465 0.7 0.4 -1.0
H -3.776079 -1.599392 -0.606957 -0.6 -0.3 -0.7
H -2.373593 -1.365106 -1.556213 -0.7 0.3 1.4
H 1.177401 0.477272 1.834344 -0.3 -0.2 1.0
H 1.389463 0.461773 4.412358 0.1 0.1 0.0
H -0.442465 -0.339963 5.872254 0.3 0.2 -0.2
H -2.608168 -1.146577 4.875067 0.6 0.2 -0.1

=====

No. 8
33
Properties=species:S:1:pos:R:3:forces:R:3 method="wB97M-V/def2-TZVPD" molar_mass_g_mol=825.2 charge=+3 s_squared=0.757 e_above_lowest_kcal_mol=10.75 spin_multiplicity=2
Re -0.966392 0.131070 -0.759834 -0.6 0.4 -0.3
I -3.568899 -0.568255 -1.236517 0.1 0.0 0.0
C -4.103083 1.393355 -0.569370 -0.1 0.0 -0.1
I -2.247050 2.450143 -0.731769 0.2 -0.2 0.3
H -4.420499 1.348681 0.468334 0.0 0.0 0.0
H -4.850234 1.832929 -1.225862 0.0 0.0 0.0
O 0.953650 0.573126 -0.247373 0.1 0.2 0.0
C 1.615705 0.412005 0.811869 -0.1 -0.1 0.1
C 1.104939 -0.192404 1.987617 0.0 -0.1 0.1
C 1.909807 -0.308600 3.131965 0.0 0.0 0.1
C 1.386632 -0.947416 4.232860 0.0 0.0 0.0
C 0.111764 -1.493160 4.245149 0.0 0.0 0.0
C -0.703314 -1.401578 3.116264 0.1 0.1 -0.1
C -0.194251 -0.746520 2.018837 0.1 0.1 -0.1
O -0.961900 -0.643257 0.878504 0.1 -0.2 0.2
N 2.234659 -1.067430 5.458144 -0.1 0.0 -0.2
O 3.309088 -0.523688 5.401000 0.1 0.0 0.1
O 1.755648 -1.689682 6.368980 0.0 0.0 0.1
H 2.651176 0.756596 0.779612 0.0 0.0 0.0
H 2.918806 0.086114 3.169882 0.0 0.0 0.0
H -0.228828 -1.998177 5.141299 0.0 0.0 0.0
H -1.694633 -1.832507 3.105967 0.0 0.0 0.0
I 0.891899 3.154501 -2.092759 0.0 0.0 -0.1
C 0.472315 1.439149 -3.194260 0.0 0.0 0.0
C 0.942632 1.408388 -4.494793 0.0 0.0 0.1
C 0.741730 0.285908 -5.285807 0.0 0.0 0.0
C 0.056849 -0.806031 -4.760355 0.0 0.0 0.1
C -0.410632 -0.718223 -3.477060 0.0 -0.1 0.0
N -0.228879 0.382471 -2.680296 0.1 -0.1 0.0
H 1.478454 2.261425 -4.888244 0.0 0.0 0.0
H 1.118758 0.265201 -6.301071 0.0 0.0 0.0
H -0.117012 -1.702849 -5.338372 0.0 0.0 0.0
H -0.958905 -1.541286 -3.032540 0.0 0.0 0.0